1.
C5H13OP | the ωB97M-V functional and the def2-TZVPD basis

The geometry in XYZ format:
```
20
Properties=species:S:1:pos:R:3:forces:R:3:mulliken_charge:R:1
C 1.63536 1.26552 -0.83539 -0.7 0.0 1.7 -0.9665
C 1.74082 0.23580 -0.00449 0.5 0.3 -0.1 0.9717
C 1.67827 0.31133 1.47217 -2.2 0.1 1.0 -1.0204
C 2.08358 -1.09578 -0.46911 3.3 -3.0 1.7 -1.4937
H 1.91628 1.10053 -1.82965 -0.1 0.1 -1.5 0.3357
H 1.20225 2.20013 -0.48199 0.6 0.1 -0.3 0.2888
H 2.12700 -0.52617 1.99845 0.3 -0.2 -0.3 0.3700
H 0.55949 0.22587 1.76966 1.7 0.7 -0.1 0.0940
H 2.18220 1.20588 1.82303 -0.5 0.3 0.3 0.3494
H 1.79181 -1.43309 -1.40608 -0.7 0.1 -2.0 0.4674
H 3.26653 -1.25461 -0.46733 -2.2 0.3 0.2 0.2783
H 1.71938 -1.93094 0.21948 0.4 1.2 -0.6 0.3206
C -3.46540 0.28738 -0.90544 0.2 -1.6 0.7 -0.9434
P -1.77225 0.47510 -0.18266 0.5 -0.1 -2.0 0.2723
O -2.23913 -0.04499 1.26146 0.4 -1.9 2.9 -0.5316
H -3.52722 -0.78617 -1.19574 -0.4 0.9 -0.2 0.2646
H -4.13222 0.39721 -0.04254 0.0 0.2 -0.2 0.2690
H -3.75280 0.95648 -1.68390 0.0 0.4 -0.6 0.3477
H -1.25315 -0.79528 -0.74751 -0.2 0.9 0.4 -0.0138
H -1.76079 -0.79421 1.70759 -0.7 1.3 -0.9 0.3399
```
Forces are in eV/Å.

Calculated values
- SMILES: C=C(C)C.CPO
- Relative energy (zero: lowest compared OMol25 entry of this formula, charge and spin): 43.8 kcal per mole
- HOMO-LUMO gap: 9.004 eV
- E_tot: -614.8297 hartree
- Highest occupied orbital energy: -0.30628 hartree

---

2.
C29H49NO4 | the ωB97M-V functional and the def2-TZVPD basis

The geometry in XYZ format:
```
83
Properties=species:S:1:pos:R:3:forces:R:3:mulliken_charge:R:1
O -4.78311 4.72251 1.69432 -0.8 0.2 -0.6 -0.2700
N -5.26340 5.36992 0.83634 0.7 -0.7 0.7 0.1244
O -4.99725 6.71209 1.07652 0.5 1.3 -0.5 -0.1744
C -4.80113 7.37817 -0.20459 0.1 -1.1 -1.3 -0.4571
C -3.52819 6.77530 -0.89961 2.0 -0.6 -0.1 0.4504
C -3.46159 6.43144 -2.30759 1.2 -0.3 0.9 -0.6516
C -2.25454 5.84507 -2.93081 -0.4 0.8 2.8 -0.8791
C -1.12712 5.61449 -2.04907 -0.5 0.1 0.5 0.7549
C -1.16168 5.94037 -0.59994 -1.2 0.0 -1.4 0.4686
C -2.35480 6.52242 -0.03264 0.1 -0.3 -1.8 -0.4939
C 0.11343 5.59410 0.24244 -0.4 -0.8 -0.8 0.1499
O 0.49499 6.27018 1.16300 -0.3 -0.4 -0.2 -0.5331
C 0.84630 4.29246 -0.22430 -0.5 0.2 -1.0 -0.1462
C 0.88440 4.00101 -1.55191 -0.5 0.4 0.8 -0.5192
C 0.19804 4.96419 -2.57951 -0.4 -0.3 1.2 0.0734
O 0.67076 5.20466 -3.66049 -0.4 -0.3 0.3 -0.5166
H -4.70391 8.48099 -0.06551 -0.2 -1.0 0.3 0.2900
H -5.68776 7.11915 -0.84265 0.7 0.6 0.5 0.3387
H -4.36640 6.60116 -2.93216 0.8 -0.2 0.5 0.3133
H -2.25136 5.57528 -4.01502 0.2 0.3 1.2 0.3770
H -2.41148 6.75455 1.05946 0.1 -0.2 -1.1 0.4174
H 1.32586 3.58418 0.49401 -0.4 1.1 -0.4 0.3825
H 1.37992 3.05138 -1.87331 -0.4 1.2 -0.1 0.4925
C -0.95426 1.24368 -1.88379 -0.1 0.0 -0.1 -0.8901
C -1.78554 -0.03108 -1.94798 0.0 0.0 0.1 -0.6356
C -1.56396 -0.95751 -0.75187 -0.1 -0.1 0.0 -0.7897
C -0.13941 -1.49523 -0.59720 0.1 0.1 0.0 -0.5178
C 0.40028 -2.26820 -1.80079 0.0 -0.1 0.1 -0.3099
C -0.39472 -3.52970 -2.11454 0.1 0.0 -0.2 -1.3050
H 0.11630 1.02841 -1.90850 0.0 0.0 0.0 0.2020
H -1.18161 1.88659 -2.73846 0.1 0.0 0.1 0.3834
H -1.17303 1.80593 -0.97235 0.1 0.0 0.0 0.2776
H -1.57889 -0.55787 -2.88431 0.0 0.0 0.0 0.3049
H -2.84411 0.24507 -1.97933 0.0 0.0 0.0 0.4105
H -2.26430 -1.79537 -0.82287 0.0 0.0 0.0 0.3376
H -1.83099 -0.42129 0.16584 0.0 0.0 0.0 0.3094
H -0.11080 -2.14591 0.28382 0.0 0.0 0.0 0.4274
H 0.54142 -0.66594 -0.37821 0.0 0.0 0.0 0.3005
H 1.43614 -2.55425 -1.59010 0.0 0.1 0.0 0.1574
H 0.43393 -1.62539 -2.68505 0.0 0.0 0.0 0.3236
H -0.40822 -4.20553 -1.25582 0.0 0.0 0.0 0.2418
H 0.05878 -4.06043 -2.95482 -0.1 0.0 0.0 0.3471
H -1.42656 -3.29929 -2.38836 0.0 0.0 0.0 0.4347
C -1.60746 3.32401 4.06413 0.1 0.1 0.1 -1.2953
C -0.14789 2.97902 3.79312 -0.1 0.0 -0.1 -0.4320
C 0.03107 1.68783 2.99356 0.1 0.0 0.0 -0.0385
C -0.48777 0.41866 3.67305 -0.1 0.0 0.0 -0.5768
C 0.11769 0.11962 5.04456 0.0 -0.1 -0.1 -0.5455
C 1.62190 -0.12182 5.00134 0.0 0.1 0.1 -1.1687
H -2.09551 2.56337 4.67692 0.0 0.0 0.0 0.3219
H -1.67730 4.27331 4.60008 -0.1 0.0 0.0 0.3985
H -2.16496 3.42413 3.12915 0.0 0.0 0.0 0.2780
H 0.39788 2.92223 4.73948 0.0 0.0 0.0 0.3181
H 0.30381 3.80106 3.22786 0.0 0.0 0.1 0.3117
H 1.09369 1.56624 2.75787 0.0 0.0 0.0 0.3261
H -0.47961 1.79482 2.02887 0.0 0.0 0.0 -0.0575
H -0.29636 -0.43101 3.00795 0.0 0.0 0.0 0.2026
H -1.57592 0.47883 3.77487 0.0 0.0 0.0 0.3722
H -0.36617 -0.77618 5.44660 0.0 0.1 0.0 0.4001
H -0.10479 0.92865 5.74581 0.0 0.0 0.0 0.2481
H 1.86446 -0.95331 4.33507 0.0 0.0 0.0 0.2793
H 1.99322 -0.36965 5.99817 0.1 0.0 -0.1 0.3800
H 2.16302 0.76302 4.65919 0.0 -0.1 0.0 0.2811
C 4.22665 -4.80945 -0.83388 0.0 0.1 -0.1 -1.3584
C 2.84495 -5.42933 -1.00451 0.0 0.0 0.1 0.2510
C 2.74910 -6.85560 -0.46311 -0.1 0.0 0.0 -0.9111
C 3.65825 -7.87705 -1.15029 0.1 0.1 0.0 -0.7547
C 3.46123 -8.01261 -2.66042 0.0 -0.1 0.1 -0.3492
C 2.06925 -8.49812 -3.04706 0.0 0.1 -0.1 -1.1462
H 4.98714 -5.35680 -1.39437 0.0 0.0 0.0 0.3087
H 4.22599 -3.77953 -1.19912 0.1 0.0 0.0 0.4011
H 4.51896 -4.79250 0.21896 0.0 0.0 0.0 0.3170
H 2.55728 -5.40049 -2.05987 0.0 0.0 0.0 0.1912
H 2.11757 -4.80815 -0.47163 0.0 0.0 -0.1 0.0998
H 1.70871 -7.18822 -0.53320 0.0 0.0 0.0 0.3327
H 2.98844 -6.84555 0.60597 0.0 0.0 0.0 0.3963
H 3.49434 -8.85373 -0.68220 0.0 0.0 0.0 0.3813
H 4.70487 -7.62380 -0.95392 0.0 0.0 0.0 0.3181
H 4.19662 -8.72873 -3.04069 0.0 0.1 0.0 0.3638
H 3.67144 -7.06308 -3.16066 0.0 0.0 0.0 0.2413
H 1.85254 -9.46604 -2.58877 0.0 0.0 0.0 0.2970
H 1.99773 -8.61501 -4.13070 -0.1 0.0 0.1 0.3691
H 1.29550 -7.79081 -2.74052 0.0 -0.1 0.0 0.2465
```
Forces are in eV/Å.

Calculated values
- SMILES: O=NOCc1ccc2c(c1)C(=O)C=CC2=O.CCCCCC.CCCCCC.CCCCCC
- HOMO-LUMO gap: 8.829 eV
- E_tot: -1489.9564 hartree
- Highest occupied orbital energy: -0.35618 hartree

---

3.
C26H55BCl6F2N3O8P2S | the ωB97M-V functional and the def2-TZVPD basis

The geometry in XYZ format:
```
104
Properties=species:S:1:pos:R:3:forces:R:3:mulliken_charge:R:1
C -1.69511 1.67011 -3.48002 0.3 0.0 0.0 -1.2327
C -1.32315 2.73387 -2.41228 -0.3 -0.1 -0.2 0.0284
P -1.38378 1.80820 -0.81694 0.3 -0.3 0.0 -0.1604
C -3.20920 1.73254 -0.60454 0.0 0.1 0.2 -1.5345
C -0.69995 2.96339 0.62649 -0.1 0.4 -0.1 2.5217
C -0.98324 4.49513 0.68067 0.1 0.2 -0.1 -0.3258
C -1.91508 5.16945 -0.31695 0.1 -0.3 0.1 -0.6278
C -1.31623 6.02550 -1.40782 -0.1 0.3 0.2 -1.5063
N -3.15530 5.06778 -0.09197 -0.2 -0.1 -0.1 -0.3943
C 0.82468 2.79125 0.65775 0.4 0.0 0.0 -1.5407
C 1.51362 3.11523 -0.66559 0.0 0.2 0.1 -0.5459
C 2.87826 3.75775 -0.49404 -0.1 0.1 -0.2 -0.6252
F 3.85653 2.78132 -0.33423 0.0 0.0 0.1 -0.3276
O 1.17768 1.47926 1.02635 -0.2 -0.1 0.0 -0.2885
C 1.09053 1.21351 2.42086 0.3 0.5 0.0 0.6041
C 2.43619 1.53765 3.06337 0.1 -0.3 -0.2 -0.8514
B 3.62972 0.59449 2.56485 -0.1 -0.3 0.0 0.9197
O 4.38586 -0.01724 3.52618 0.0 0.6 0.2 -0.5738
O 3.93863 0.37206 1.25422 0.2 0.3 0.1 -0.7716
O 0.82741 -0.12031 2.63919 -0.4 -0.1 -0.1 -0.3816
C 1.01824 -1.14061 1.64294 0.3 -0.4 -0.1 -0.7049
C -0.18198 -1.37455 0.75289 0.1 0.1 0.0 0.5484
N -1.40602 -1.61901 1.51403 0.0 0.0 -0.1 -0.0616
C -2.04030 -2.91791 1.32092 0.0 0.1 0.0 -0.9132
C -2.57039 -3.18768 -0.10574 -0.2 0.0 0.0 0.1161
C -2.96547 -1.92770 -0.89045 0.0 -0.1 -0.1 -0.7349
O -1.68661 -4.02847 -0.83810 0.1 0.0 0.1 -0.4895
C -0.13045 2.10820 3.08431 -0.2 -0.4 0.3 0.3512
S -0.87030 1.08438 4.44391 0.0 0.2 0.1 -0.1022
P 0.59509 3.62215 4.13512 0.1 -0.2 0.0 -0.0212
O 0.27689 4.90133 3.14806 0.2 0.1 0.1 -0.4295
O -0.51207 3.81282 5.30040 0.1 0.1 0.0 -0.3867
N -1.19127 2.31826 1.97576 -0.1 -0.3 -0.2 0.0435
F -1.52832 0.98664 1.64040 0.0 0.1 -0.1 0.3230
C -2.54634 2.87534 2.39101 -0.2 0.1 0.3 -1.8607
O -2.31232 3.75771 3.41391 -0.1 0.1 -0.3 -0.0158
C -3.51035 4.30715 3.97504 0.0 0.0 0.1 -0.9532
H -2.30427 2.11197 -4.26600 0.0 0.0 0.0 0.3876
H -2.21899 0.80595 -3.06690 -0.1 0.1 0.0 0.1881
H -0.79125 1.26945 -3.93835 0.0 0.0 0.0 0.3990
H -0.33068 3.10279 -2.65159 0.0 0.2 0.1 0.3795
H -2.04222 3.54690 -2.45652 0.0 0.1 0.1 0.2968
H -3.66061 2.64503 -0.23041 -0.1 0.1 -0.1 0.4358
H -3.63826 1.53656 -1.58668 0.0 -0.1 0.0 0.5951
H -3.45433 0.89732 0.05019 -0.1 0.1 0.0 0.2953
H -0.02029 5.00879 0.63511 0.0 -0.1 -0.1 0.9193
H -1.36278 4.76626 1.66317 0.0 -0.1 -0.1 0.2195
H -1.63149 7.05868 -1.23818 0.0 0.0 0.0 0.4610
H -0.22775 6.02639 -1.40004 0.0 -0.1 -0.1 0.3042
H -1.68748 5.74117 -2.39008 0.1 -0.1 0.0 0.3790
H -3.70918 5.58629 -0.77498 0.0 0.0 0.0 0.2914
H 1.23537 3.50577 1.38690 -0.2 -0.1 0.1 0.2939
H 1.61574 2.19349 -1.24218 -0.1 0.1 -0.1 0.4083
H 0.90926 3.81813 -1.24085 0.0 0.0 0.0 0.1517
H 2.91056 4.41812 0.37783 0.0 -0.1 0.0 0.2272
H 3.14161 4.35629 -1.36681 0.1 -0.2 -0.1 0.4184
H 2.74183 2.56811 2.85148 -0.1 0.1 0.1 0.2159
H 2.37502 1.41169 4.14397 0.0 0.1 0.0 0.1978
H 5.30987 -0.10594 3.27265 0.0 -0.5 -0.2 0.3105
H 3.51420 0.98718 0.64645 -0.1 -0.1 0.0 0.3290
H 1.92000 -0.97772 1.05062 -0.1 0.2 0.0 0.3675
H 1.20257 -2.03771 2.23843 0.0 0.1 0.1 0.3647
H -0.31076 -0.52194 0.08197 0.0 -0.1 0.0 -0.8544
H 0.06978 -2.22853 0.11510 0.0 -0.1 0.1 0.4875
H -1.23725 -1.44546 2.49631 0.0 -0.1 0.0 0.2401
H -1.36980 -3.75363 1.56483 -0.1 0.0 -0.1 0.3372
H -2.88310 -2.96159 2.01518 0.0 0.0 0.0 0.4620
H -3.46535 -3.80001 0.02498 0.1 0.0 0.0 0.4849
H -2.49351 -1.94641 -1.87623 0.0 0.0 0.0 0.3631
H -2.66569 -1.01812 -0.37420 0.0 -0.1 0.0 -0.2962
H -4.03995 -1.89685 -1.07459 0.0 0.0 0.1 0.4686
H -1.10170 -3.51679 -1.40910 -0.1 0.0 0.0 0.0796
H -2.03514 0.82928 3.84900 0.0 -0.1 0.0 0.1191
H 0.99018 5.54482 3.24253 0.0 0.0 -0.1 0.3288
H -0.57696 4.74021 5.56347 0.0 0.0 0.1 0.3532
H -3.17231 2.02247 2.66800 0.2 -0.1 0.1 0.6050
H -2.98782 3.36236 1.52191 0.1 0.0 -0.2 0.8689
H -4.36156 4.16769 3.30697 0.0 0.0 0.0 0.3994
H -3.35196 5.37285 4.12271 0.0 0.0 0.0 0.2862
H -3.70516 3.83127 4.93624 0.0 -0.1 0.0 0.2935
Cl -0.99942 -6.55005 -4.27354 0.0 0.0 0.0 -0.1871
C 0.76742 -6.30269 -4.24559 0.0 0.0 0.0 -0.5069
C 1.21273 -5.55261 -3.02073 0.0 0.0 0.1 0.0964
Cl 0.66681 -3.84816 -3.04758 0.1 0.2 -0.1 -0.1710
H 1.04766 -5.78158 -5.15728 0.0 0.0 0.0 0.4041
H 1.23165 -7.28795 -4.24498 0.0 0.0 0.0 0.2877
H 2.29847 -5.52976 -2.97513 0.0 0.0 0.0 0.0586
H 0.82993 -5.99454 -2.10755 -0.1 0.1 0.0 0.0270
Cl 4.65940 -4.09605 -2.83764 0.0 0.0 0.0 -0.1524
C 5.21761 -2.46957 -3.30668 0.0 0.0 0.0 -0.4632
C 4.09582 -1.61226 -3.83437 0.0 0.1 0.0 -0.2859
Cl 3.48200 -2.18477 -5.40565 0.0 0.0 0.0 -0.1748
H 6.00305 -2.59213 -4.04790 0.0 0.0 0.0 0.3390
H 5.63922 -2.01083 -2.41407 0.0 0.0 0.0 0.2919
H 4.46398 -0.59942 -3.98887 0.0 0.0 0.0 0.3301
H 3.25728 -1.58957 -3.14169 0.0 -0.1 0.0 0.1238
Cl 1.61610 -11.35442 -0.76176 0.0 0.0 0.0 -0.1849
C 0.44445 -10.03100 -0.54480 0.0 0.0 0.0 -0.5266
C 0.72956 -8.86640 -1.45782 -0.1 0.0 0.0 -0.3090
Cl 2.24945 -8.02919 -1.02054 0.0 -0.1 0.0 -0.1807
H 0.47321 -9.72956 0.49912 0.0 0.0 0.0 0.3361
H -0.54148 -10.43182 -0.77374 0.0 0.0 0.0 0.3391
H -0.07621 -8.13672 -1.38145 0.0 0.0 0.0 0.2662
H 0.81681 -9.19054 -2.49207 0.0 0.0 0.0 0.2848
```
Forces are in eV/Å.

Calculated values
- Charge: +1
- HOMO-LUMO gap: 8.169 eV
- E_tot: -5856.2290 hartree
- Highest occupied orbital energy: -0.39302 hartree

---

4.
C21H24ClN3O2 | the ωB97M-V functional and the def2-TZVPD basis

The geometry in XYZ format:
```
51
Properties=species:S:1:pos:R:3:forces:R:3:mulliken_charge:R:1
O 3.88139 1.62251 0.82128 0.3 0.2 -0.3 -0.6648
C 3.17124 0.71199 1.20227 0.0 -0.4 0.3 0.5274
C 3.63952 -0.74510 1.20674 0.4 0.0 0.0 -0.7016
N 3.60613 -1.44552 -0.07918 0.0 0.1 0.0 0.1777
C 3.14281 -0.70985 -1.23203 -0.2 0.2 -0.2 -1.5147
C 1.61606 -0.55199 -1.29609 0.2 -0.2 -0.1 1.1857
C 0.90439 -1.90072 -1.13911 0.1 0.2 0.3 -0.4797
N -0.53254 -1.68245 -0.98735 0.0 -0.2 -0.4 -0.0980
C -1.08894 -1.02492 0.05059 -0.1 -0.1 -0.2 0.2895
O -0.46955 -0.63964 1.02569 0.1 0.1 0.2 -0.6129
C -2.55930 -0.78934 -0.10336 -0.2 0.1 0.1 0.2243
C -3.06533 -0.30520 -1.30660 0.0 -0.2 0.1 -0.7126
C -4.40805 -0.00828 -1.44419 -0.1 0.0 -0.1 -0.7994
C -5.26916 -0.19456 -0.37483 0.0 0.0 -0.1 -0.4468
C -4.78732 -0.67598 0.82833 0.1 0.0 0.1 -0.6141
C -3.43744 -0.96540 0.96431 0.0 0.1 -0.3 0.7963
Cl -2.86748 -1.58015 2.46782 -0.1 -0.1 0.3 -0.2109
C 1.45944 -2.69157 0.04883 0.3 0.0 -0.2 -0.3952
C 2.98971 -2.75122 -0.02827 -0.2 -0.1 0.1 -1.3176
N 1.94844 0.91122 1.73648 -0.4 0.1 0.3 -0.0501
C 1.36639 2.23698 1.84698 0.1 0.1 0.0 -1.4409
C 0.21853 2.41498 0.88905 0.0 0.1 0.0 0.9013
C -1.09590 2.30352 1.32154 0.1 0.1 0.0 -0.5063
C -2.14209 2.43646 0.42644 -0.1 0.1 0.0 -0.5111
C -1.88345 2.67336 -0.91276 -0.1 0.1 0.0 -0.5343
C -0.57497 2.77467 -1.35409 0.0 0.0 -0.1 -0.7198
C 0.47073 2.64844 -0.45720 0.0 0.0 0.1 -0.2169
H 4.68850 -0.72104 1.53390 -0.2 0.1 0.2 0.3077
H 3.06055 -1.29278 1.95613 0.0 0.0 0.0 0.4086
H 3.61990 0.27050 -1.23772 0.0 0.0 -0.1 0.4958
H 3.48549 -1.25855 -2.11693 0.0 0.1 0.0 0.4651
H 1.33333 -0.09759 -2.24835 -0.1 0.0 0.0 0.4843
H 1.28040 0.10999 -0.50081 0.0 0.0 -0.1 -1.1204
H 1.04208 -2.49196 -2.05177 0.0 0.0 0.1 0.5139
H -1.13480 -1.96977 -1.74080 0.0 0.0 0.1 0.3767
H -2.38967 -0.12941 -2.13113 0.1 0.0 0.0 0.3842
H -4.78209 0.37264 -2.38220 0.0 0.0 -0.1 0.4286
H -6.31829 0.03802 -0.47579 -0.1 0.0 0.0 0.4022
H -5.44813 -0.82642 1.66729 0.0 0.0 0.1 0.4604
H 1.04030 -3.69957 0.04907 -0.1 0.0 0.0 0.5064
H 1.15836 -2.19954 0.97280 0.0 -0.1 0.0 0.1303
H 3.38893 -3.29838 0.82836 0.0 -0.1 -0.1 0.4749
H 3.28707 -3.28564 -0.93693 0.0 -0.1 0.0 0.4273
H 1.30123 0.14392 1.86182 0.2 -0.1 -0.1 0.2983
H 1.02534 2.38243 2.87693 0.0 0.1 -0.1 0.4187
H 2.16891 2.94556 1.62388 -0.2 -0.1 0.1 0.5134
H -1.30072 2.11073 2.36425 0.0 0.0 0.1 0.3129
H -3.16259 2.35014 0.77138 -0.1 0.0 0.0 0.4356
H -2.70216 2.78084 -1.60969 -0.1 0.0 -0.1 0.4806
H -0.36848 2.95941 -2.39875 0.0 0.0 -0.1 0.4285
H 1.49325 2.73424 -0.79625 0.1 0.0 0.0 0.4112
```
Forces are in eV/Å.

Calculated values
- SMILES: O=C(CN1CCC(NC(=O)c2ccccc2Cl)CC1)NCc1ccccc1
- Relative energy (zero: lowest compared OMol25 entry of this formula, charge and spin): 17.0 kcal per mole
- HOMO-LUMO gap: 8.628 eV
- E_tot: -1589.6142 hartree
- Highest occupied orbital energy: -0.29876 hartree

---

Q: What is the formula in the first record?
A: C5H13OP

---

Q: The highest HOMO-LUMO gap belongs to which entry?
A: C5H13OP

---

Q: What is the HOMO-LUMO gap in the fourth record?
A: 8.628 eV